[1]
Molecular formula: C3H10OS
Method: DFT, ωB97M-V with the def2-TZVPD basis set

Its gap between HOMO and LUMO (alpha / beta) is 0.255 / 0.236 Ha. Its spin multiplicity is 2. Its total charge is +1. Its expectation value of S² is 0.755. The value obtained for the energy relative to the best compared isomer or geometry (same formula, charge and spin) is 151.1 kcal per mole.

Element x y z (Å)
C1 -1.0407 -0.4271 1.1680
C2 -1.1261 -0.5305 -0.3829
C3 -0.0430 -1.2455 0.3108
S1 1.1367 1.7461 0.5001
H1 -1.2732 0.6983 1.3971
H2 -1.4486 1.4818 1.5326
H3 -1.7241 -0.9893 1.7954
H4 -1.9607 -1.1163 -0.7361
H5 -0.8533 0.3291 -0.9862
H6 -0.0986 -2.3295 0.2566
H7 0.9911 -0.9389 0.3573
H8 1.4489 2.9397 -0.0230
H9 2.7560 0.0452 -1.9148
H10 1.4326 0.4530 -1.2949
O1 1.8029 -0.1161 -1.9798

Force components x, y, z for each atom (eV/Å):
-1.467 -4.364 -3.207
-0.190 0.332 1.125
1.249 0.972 0.749
0.066 0.672 0.268
0.094 1.174 0.458
0.849 0.033 0.250
-0.274 0.795 0.316
-0.097 0.098 -0.218
-0.160 0.088 0.149
-0.299 -0.043 1.197
-0.006 0.264 -0.744
0.037 0.120 -0.023
-0.187 -0.096 -0.167
0.204 -0.025 -0.214
0.181 -0.020 0.060

***

[2]
Molecular formula: C3H10OS2
Method: DFT, ωB97M-V with the def2-TZVPD basis set

Its SMILES is CCSSC.O. Its gap between HOMO and LUMO is 0.281 Ha. Its spin multiplicity is 1. The value obtained for the energy relative to the best compared isomer or geometry (same formula, charge and spin) is 40.1 kcal per mole.

Element x y z (Å)
C1 1.3642 -0.5655 1.9013
C2 0.0205 -0.7662 1.1490
S1 -0.6841 0.7156 0.4953
S2 1.4512 0.9223 -0.8907
C3 1.1610 -0.6421 -1.6256
H1 1.6033 -1.5373 2.3779
H2 2.1098 -0.2835 1.2375
H3 1.2806 0.3007 2.6450
H4 -0.7335 -1.1316 1.8753
H5 0.1903 -1.5532 0.3799
H6 0.1107 -0.9573 -1.5344
H7 1.8235 -1.3957 -1.2712
H8 1.3743 -0.5271 -2.7022
O1 -3.5907 -0.8377 -0.5530
H9 -4.0013 0.0606 -0.3361
H10 -2.5803 -0.6378 -0.4707

Force components x, y, z for each atom (eV/Å):
-2.166 0.091 1.992
0.630 -1.005 1.210
2.816 0.662 -1.893
-2.836 1.080 1.623
-0.390 -0.297 -1.808
0.081 0.718 0.042
1.422 0.278 -1.207
0.036 -1.433 -0.731
0.250 -0.029 -0.418
-0.524 0.535 0.532
0.474 0.161 -0.131
0.400 -0.698 0.539
-0.178 -0.102 0.282
1.739 2.276 0.690
0.871 -1.871 -0.474
-2.627 -0.365 -0.248

***

[3]
Molecular formula: C3H10OS2
Method: DFT, ωB97M-V with the def2-TZVPD basis set

Its SMILES is CCCSS.O. Its gap between HOMO and LUMO is 0.344 Ha. Its spin multiplicity is 1. The value obtained for the energy relative to the best compared isomer or geometry (same formula, charge and spin) is 8.3 kcal per mole.

Element x y z (Å)
C1 -1.2105 -0.0217 0.6317
C2 -1.5221 0.4118 -0.8159
C3 -0.2420 0.5162 -1.7194
S1 0.9214 -0.8734 -1.7266
S2 2.5693 0.2759 -2.2375
H1 -2.1904 -0.2479 1.0846
H2 -0.7497 0.8117 1.1883
H3 -0.5641 -0.9101 0.7297
H4 -2.1887 -0.2952 -1.3463
H5 -2.0409 1.3883 -0.7631
H6 -0.4681 0.7158 -2.7846
H7 0.3841 1.3495 -1.3465
H8 2.7156 0.8698 -1.0339
O1 1.3642 -0.9696 3.4411
H9 1.7312 -1.5859 4.1147
H10 1.4907 -1.4354 2.5836

Force components x, y, z for each atom (eV/Å):
-0.610 0.096 -0.125
0.936 -0.719 -0.744
-0.544 1.358 0.274
0.310 0.051 0.154
0.012 -0.359 0.127
0.515 0.042 0.202
-0.124 -0.379 -0.167
-0.314 0.383 -0.226
0.045 0.227 0.594
0.366 -0.415 -0.348
-0.170 0.085 0.646
-0.523 -0.268 -0.226
0.105 -0.113 -0.129
0.495 -1.097 -0.187
-0.386 0.641 -0.761
-0.113 0.467 0.915

***

[4]
Molecular formula: C3H10OS2
Method: DFT, ωB97M-V with the def2-TZVPD basis set

Its SMILES is CCSSC.O. Its gap between HOMO and LUMO is 0.343 Ha. Its spin multiplicity is 1. The value obtained for the energy relative to the best compared isomer or geometry (same formula, charge and spin) is 3.6 kcal per mole.

Element x y z (Å)
C1 -2.0795 -1.8667 0.2904
C2 -0.7476 -1.7394 -0.4531
S1 -0.2981 -0.0141 -0.7321
S2 1.7157 0.1288 -0.3986
C3 1.9245 -0.1354 1.3981
H1 -1.9140 -1.7685 1.3506
H2 -2.5024 -2.8644 0.1403
H3 -2.8062 -1.1508 -0.0417
H4 0.0242 -2.2304 0.1262
H5 -0.8216 -2.2600 -1.4063
H6 2.9970 -0.3001 1.4977
H7 1.5712 0.7577 1.9070
H8 1.3329 -0.9764 1.7484
O1 -1.6354 2.9341 0.5693
H9 -0.7816 3.3048 0.8064
H10 -1.5075 2.5965 -0.3264

Force components x, y, z for each atom (eV/Å):
0.454 -0.576 -0.083
-0.378 -0.615 -0.175
0.055 0.415 0.330
-0.052 -0.512 -0.070
-0.499 0.524 -0.599
-0.092 0.333 0.414
0.081 0.066 -0.114
-0.369 0.429 -0.116
0.297 0.017 0.021
0.152 0.094 -0.129
-0.116 -0.008 0.339
0.275 0.009 0.215
0.214 -0.219 -0.086
-0.054 0.061 -0.179
0.061 0.023 0.034
-0.029 -0.041 0.198

***

[5]
Molecular formula: C3H10OS2
Method: DFT, ωB97M-V with the def2-TZVPD basis set

Its gap between HOMO and LUMO is 0.153 Ha. Its spin multiplicity is 1. The value obtained for the energy relative to the best compared isomer or geometry (same formula, charge and spin) is 117.5 kcal per mole.

Element x y z (Å)
C1 0.3834 -0.9671 1.9141
C2 0.6801 -1.2992 0.4336
S1 2.3845 -1.0646 -0.0746
S2 -1.8590 0.5178 0.4402
C3 -1.7563 1.3357 -1.1915
H1 0.1215 0.0672 2.0298
H2 1.1687 -1.3951 2.5301
H3 -0.5202 -1.5520 2.1243
H4 0.7373 -2.4059 0.4233
H5 -0.0346 -0.9729 -0.3250
H6 -2.6165 1.0761 -1.8082
H7 -1.7802 2.4247 -1.0565
H8 -0.8153 1.1078 -1.7045
H9 1.8017 0.4187 -1.2511
H10 1.0626 1.7155 -0.9206
O1 1.0423 0.9933 -1.5633

Force components x, y, z for each atom (eV/Å):
-0.779 -0.954 -1.258
2.539 -1.028 1.740
-0.925 0.344 0.277
0.720 0.187 -1.672
-1.176 0.278 0.979
0.542 0.407 0.575
0.184 0.523 0.142
-0.089 0.184 0.285
-0.878 0.077 -0.593
-0.822 0.363 -0.361
0.161 -0.266 -0.028
0.185 -0.179 0.150
0.156 -0.262 0.071
-0.438 0.201 -0.514
-0.070 0.057 -0.097
0.690 0.070 0.304

***

[6]
Molecular formula: C3H10OSSi
Method: DFT, ωB97M-V with the def2-TZVPD basis set

Its SMILES is C[Si](C)=O.CS. Its gap between HOMO and LUMO is 0.339 Ha. Its spin multiplicity is 1. The value obtained for the energy relative to the best compared isomer or geometry (same formula, charge and spin) is 27.5 kcal per mole.

Element x y z (Å)
C1 0.4942 -1.2070 0.5060
Si1 1.2400 0.4864 0.0807
C2 3.0683 0.6331 0.7305
O1 0.4749 1.5796 -0.6791
H1 0.2260 -1.4233 -0.5547
H2 1.1053 -1.9865 0.9456
H3 -0.4285 -1.2103 1.0337
H4 3.0954 0.4981 1.7813
H5 3.7737 0.0362 0.1779
H6 3.3259 1.6336 0.3935
C3 -2.7984 0.5671 -1.1498
S1 -2.8785 -1.1272 -0.3308
H7 -1.7950 0.9420 -1.0461
H8 -3.5435 1.1090 -0.6374
H9 -3.1205 0.3247 -2.1058
H10 -2.2394 -0.8556 0.8544

Force components x, y, z for each atom (eV/Å):
0.548 0.878 -1.483
0.804 -0.600 1.155
-1.698 0.934 -2.266
0.418 -0.640 0.363
-0.031 -0.617 0.611
0.505 0.129 -0.219
-0.596 0.328 0.353
0.235 -0.120 0.940
0.092 -0.819 0.067
0.135 0.430 0.580
0.540 -1.849 2.324
0.319 0.456 0.305
0.209 0.368 -0.308
-0.571 1.089 0.350
-0.265 -0.048 -1.949
-0.645 0.080 -0.822

***

> The highest energy relative to the best compared isomer or geometry (same formula, charge and spin) belongs to which entry?

C3H10OS

***

> Which of these has the highest energy relative to the best compared isomer or geometry (same formula, charge and spin)?

C3H10OS

***

> The lowest energy relative to the best compared isomer or geometry (same formula, charge and spin) belongs to which entry?

number 4

***

Copy entry 6 word for word.
Molecular formula: C3H10OSSi
Method: DFT, ωB97M-V with the def2-TZVPD basis set

Its SMILES is C[Si](C)=O.CS. Its gap between HOMO and LUMO is 0.339 Ha. Its spin multiplicity is 1. The value obtained for the energy relative to the best compared isomer or geometry (same formula, charge and spin) is 27.5 kcal per mole.

Element x y z (Å)
C1 0.4942 -1.2070 0.5060
Si1 1.2400 0.4864 0.0807
C2 3.0683 0.6331 0.7305
O1 0.4749 1.5796 -0.6791
H1 0.2260 -1.4233 -0.5547
H2 1.1053 -1.9865 0.9456
H3 -0.4285 -1.2103 1.0337
H4 3.0954 0.4981 1.7813
H5 3.7737 0.0362 0.1779
H6 3.3259 1.6336 0.3935
C3 -2.7984 0.5671 -1.1498
S1 -2.8785 -1.1272 -0.3308
H7 -1.7950 0.9420 -1.0461
H8 -3.5435 1.1090 -0.6374
H9 -3.1205 0.3247 -2.1058
H10 -2.2394 -0.8556 0.8544

Force components x, y, z for each atom (eV/Å):
0.548 0.878 -1.483
0.804 -0.600 1.155
-1.698 0.934 -2.266
0.418 -0.640 0.363
-0.031 -0.617 0.611
0.505 0.129 -0.219
-0.596 0.328 0.353
0.235 -0.120 0.940
0.092 -0.819 0.067
0.135 0.430 0.580
0.540 -1.849 2.324
0.319 0.456 0.305
0.209 0.368 -0.308
-0.571 1.089 0.350
-0.265 -0.048 -1.949
-0.645 0.080 -0.822